Entry 1:
ORCA calculation (the ωB97M-V functional and the def2-TZVPD basis) on a 7-piece molecular cluster, C28H44N2O15 overall.

Output
Kohn-Sham gap   10.36 eV
SMILES   C[C@H]1COC(=O)O1.C[C@H]1COC(=O)O1.C[C@H]1COC(=O)O1.C[C@H]1COC(=O)O1.C[C@H]1COC(=O)O1.CCCC#N.CCCC#N
LUMO   -0.36 eV

The geometry in XYZ format:
```
89
Properties=species:S:1:pos:R:3:lowdin_charge:R:1
C 1.268 3.014 0.551 -0.003
C 2.015 4.295 0.191 -0.312
C 3.468 4.016 0.138 -0.123
O 3.660 3.686 -1.205 0.064
C 2.685 4.315 -1.899 -0.503
O 2.817 4.581 -3.097 0.130
O 1.601 4.565 -1.118 0.108
H 0.246 3.273 0.411 0.073
H 1.342 2.688 1.534 0.056
H 1.439 2.249 -0.183 0.075
H 1.877 5.133 0.886 0.168
H 3.692 3.118 0.672 0.114
H 4.032 4.888 0.466 0.146
C 3.129 -0.246 1.510 -0.012
C 2.685 -0.267 0.128 -0.349
C 3.590 0.623 -0.790 -0.105
O 4.227 -0.282 -1.609 0.086
C 3.793 -1.555 -1.361 -0.484
O 4.192 -2.604 -1.842 0.139
O 2.894 -1.507 -0.370 0.076
H 4.198 -0.355 1.606 0.107
H 2.733 -0.903 2.298 0.114
H 3.117 0.687 1.931 0.047
H 1.647 -0.102 -0.041 0.111
H 4.250 1.223 -0.215 0.116
H 2.989 1.243 -1.474 0.101
C -1.160 1.911 2.988 0.002
C 0.003 0.894 3.234 -0.243
C -0.527 -0.239 4.160 -0.079
O -0.717 -1.296 3.295 0.126
C -0.229 -1.034 2.154 -0.632
O -0.031 -1.842 1.241 0.136
O 0.121 0.200 2.002 0.048
H -2.026 1.385 2.543 0.083
H -0.691 2.718 2.423 0.055
H -1.454 2.489 3.916 0.108
H 1.015 1.291 3.413 0.153
H -1.265 0.197 4.739 0.105
H 0.174 -0.697 4.837 0.142
C -3.725 -2.430 2.806 -0.011
C -3.762 -2.239 4.339 -0.335
C -4.584 -1.000 4.689 -0.120
O -5.565 -1.432 5.582 0.101
C -5.442 -2.758 5.753 -0.518
O -6.079 -3.532 6.450 0.135
O -4.478 -3.226 4.944 0.095
H -3.157 -1.643 2.331 0.033
H -4.773 -2.269 2.393 0.115
H -3.399 -3.420 2.416 0.097
H -2.744 -2.188 4.793 0.152
H -4.904 -0.324 3.892 0.130
H -3.990 -0.345 5.224 0.095
C 1.435 -4.827 -1.987 0.000
C 0.655 -3.626 -1.439 -0.310
C -0.024 -2.656 -2.358 -0.055
O -1.377 -2.757 -1.928 0.053
C -1.522 -3.634 -0.951 -0.573
O -2.579 -3.787 -0.327 0.104
O -0.371 -4.200 -0.653 0.110
H 1.442 -5.668 -1.285 0.093
H 2.570 -4.577 -2.156 0.121
H 0.967 -5.286 -2.744 0.031
H 1.394 -3.182 -0.793 0.119
H 0.034 -2.970 -3.355 0.119
H 0.442 -1.636 -2.231 0.146
C 1.912 1.400 -3.915 -0.068
C 0.718 0.935 -4.903 -0.191
C 0.224 2.064 -5.867 -0.181
C 1.196 2.608 -6.825 -0.198
N 1.979 3.064 -7.600 0.132
H 2.343 0.573 -3.299 0.065
H 1.521 2.292 -3.412 0.049
H 2.721 1.967 -4.398 0.077
H -0.096 0.682 -4.280 0.059
H 1.046 0.034 -5.419 0.103
H -0.345 2.748 -5.332 0.091
H -0.519 1.595 -6.504 0.112
C -1.063 1.167 -0.886 -0.073
C -2.163 0.336 -1.628 -0.194
C -2.811 -0.636 -0.678 -0.185
C -3.591 0.038 0.342 -0.224
N -4.190 0.549 1.180 0.165
H -1.385 1.819 -0.136 0.045
H -0.577 1.821 -1.606 0.069
H -0.217 0.613 -0.508 0.044
H -1.687 -0.184 -2.474 0.098
H -2.826 1.016 -2.061 0.092
H -1.988 -1.178 -0.157 0.105
H -3.463 -1.435 -1.059 0.132
```

---

Entry 2:
ORCA calculation (the ωB97M-V functional and the def2-TZVPD basis) on C28H45F9OP2Ti as an isolated structure.

Output
Kohn-Sham gap   7.20 eV
Charge   +2
LUMO   -7.57 eV

The geometry in XYZ format:
```
86
Properties=species:S:1:pos:R:3:lowdin_charge:R:1
Ti -0.233 -0.084 0.271 1.057
C -2.009 1.619 -0.054 -0.241
C -2.454 0.812 -1.150 -0.180
C -2.361 -0.554 0.724 -0.286
C -2.104 0.819 1.135 -0.281
C -2.589 -0.528 -0.698 -0.191
C -1.822 3.094 -0.090 -0.006
H -1.362 3.410 -1.035 0.086
H -1.170 3.420 0.725 0.067
H -2.780 3.629 0.003 0.125
C -2.371 1.391 2.474 0.019
H -1.885 2.368 2.620 0.099
H -2.045 0.720 3.259 0.060
H -3.454 1.554 2.629 0.130
C -2.778 -1.700 1.572 0.006
H -3.696 -1.483 2.134 0.127
H -2.001 -1.949 2.285 0.065
H -2.950 -2.603 0.986 0.073
C -3.273 -1.629 -1.422 -0.003
H -4.289 -1.325 -1.725 0.128
H -3.344 -2.537 -0.812 0.081
H -2.718 -1.895 -2.325 0.053
C -2.981 1.326 -2.429 0.017
H -4.030 1.636 -2.311 0.132
H -2.949 0.543 -3.194 0.076
H -2.417 2.202 -2.773 0.087
C 1.407 0.323 -2.137 -0.186
C 0.367 1.145 -2.368 -0.164
C -0.066 1.428 -3.781 -0.144
C -0.807 0.279 -4.526 -0.157
C -0.906 -1.018 -3.788 -0.111
C 0.187 -1.757 -3.574 -0.125
C 1.517 -1.333 -4.117 -0.162
C 2.201 -0.181 -3.321 -0.158
H 0.796 1.710 -4.403 0.123
H -0.277 0.109 -5.482 0.127
H -0.684 2.334 -3.810 0.108
H 2.412 0.634 -4.031 0.122
H 1.855 0.118 -1.151 0.031
H -0.059 1.812 -1.605 0.043
H 3.204 -0.500 -3.006 0.118
H 2.196 -2.200 -4.165 0.123
H 0.126 -2.807 -3.290 0.100
H 1.408 -0.997 -5.163 0.124
H -1.808 0.625 -4.824 0.110
H -1.902 -1.449 -3.746 0.096
P 1.755 2.268 0.424 0.857
C 1.709 3.491 1.772 -0.234
H 2.373 4.340 1.564 0.073
H 2.013 3.009 2.703 0.030
H 0.680 3.849 1.887 0.040
C 3.313 1.377 0.766 -0.234
H 4.126 2.098 0.911 0.076
H 3.564 0.716 -0.068 0.037
H 3.209 0.766 1.670 0.023
C 2.223 3.346 -0.976 -0.233
H 2.520 2.731 -1.834 0.044
H 3.045 4.017 -0.693 0.070
H 1.347 3.937 -1.271 0.056
P 0.938 -2.665 0.042 0.857
C -0.391 -3.496 -0.878 -0.260
H -0.021 -4.405 -1.369 0.077
H -0.796 -2.813 -1.630 -0.007
H -1.219 -3.748 -0.201 0.054
C 2.376 -2.601 -1.075 -0.229
H 2.044 -2.290 -2.069 0.002
H 2.890 -3.568 -1.143 0.079
H 3.091 -1.849 -0.712 0.053
C 1.438 -3.957 1.216 -0.237
H 1.660 -4.910 0.708 0.081
H 0.623 -4.116 1.930 0.054
H 2.320 -3.628 1.772 0.046
F -1.133 0.327 4.999 0.141
C -0.454 -0.771 4.538 -0.466
F 0.047 -1.407 5.631 0.184
F -1.383 -1.614 4.015 0.132
C 0.625 -0.407 3.478 -0.215
O 0.209 -0.259 2.143 -0.223
C 1.217 0.871 4.107 -0.450
F 1.204 0.947 5.469 0.185
F 2.528 1.066 3.736 0.128
F 0.471 1.929 3.648 0.112
C 1.737 -1.458 3.671 -0.460
F 2.493 -1.286 4.791 0.184
F 1.202 -2.716 3.738 0.139
F 2.592 -1.413 2.594 0.114
```

---

Entry 3:
ORCA calculation (the ωB97M-V functional and the def2-TZVPD basis) on a 2-piece molecular cluster, C28H45FN3O5S overall.

Output
Kohn-Sham gap   8.67 eV
Charge   +1
LUMO   -2.58 eV

The geometry in XYZ format:
```
83
Properties=species:S:1:pos:R:3:lowdin_charge:R:1
C -1.100 3.688 -0.668 0.112
C -0.927 3.183 0.529 -0.169
N -0.675 1.765 0.859 -0.125
C 0.715 1.671 1.462 -0.018
C 1.849 2.157 0.565 -0.385
C 2.726 1.153 -0.119 -0.030
N 2.133 3.379 0.425 0.191
C -1.639 1.413 1.990 -0.482
S -3.324 2.123 1.929 0.907
C -1.546 -0.135 2.070 -0.193
C -2.667 -0.745 2.902 -0.327
F -2.483 -2.106 2.962 0.015
C -2.663 -0.162 4.336 -0.188
C -3.020 -1.203 5.394 -0.076
C -1.332 -0.605 0.598 -0.251
C -0.108 -1.534 0.516 -0.094
C 0.083 -2.468 1.660 -0.226
N 1.214 -2.468 2.226 0.126
C -2.649 -1.120 -0.022 -0.124
O -3.037 -2.426 0.306 -0.015
C -2.507 -3.449 -0.459 -0.268
C -2.371 -3.386 -1.842 -0.024
C -1.837 -4.465 -2.547 -0.059
C -1.450 -5.627 -1.870 -0.075
C -1.628 -5.711 -0.491 -0.060
C -2.157 -4.627 0.207 -0.014
C -1.063 0.725 -0.182 -0.164
C -0.183 0.674 -1.413 -0.124
C -0.880 0.266 -2.711 -0.150
C -2.064 1.130 -3.172 -0.175
C -3.203 0.287 -3.746 -0.268
O -4.066 1.061 -4.562 -0.045
H -1.283 4.746 -0.739 0.096
H -1.069 3.145 -1.594 0.062
H -0.958 3.817 1.396 0.131
H 0.711 2.297 2.347 0.144
H 0.931 0.661 1.789 0.129
H 3.653 1.126 0.452 0.097
H 2.983 1.485 -1.115 0.092
H 2.331 0.146 -0.089 0.057
H 1.512 3.978 0.970 0.062
H -1.286 1.776 2.947 0.108
H -3.523 2.293 0.615 -0.108
H -0.669 -0.276 2.700 0.138
H -3.650 -0.546 2.488 0.126
H -1.691 0.266 4.589 0.113
H -3.399 0.636 4.391 0.098
H -3.128 -0.704 6.352 0.080
H -2.241 -1.945 5.498 0.078
H -3.975 -1.655 5.151 0.085
H -0.180 -2.137 -0.392 0.138
H 0.810 -0.968 0.430 0.078
H -0.706 -3.124 1.998 0.102
H 1.248 -3.161 2.972 0.061
H -2.635 -0.960 -1.095 0.094
H -3.438 -0.473 0.355 0.129
H -2.670 -2.506 -2.394 0.092
H -1.720 -4.409 -3.616 0.105
H -1.026 -6.469 -2.393 0.103
H -1.361 -6.593 0.067 0.107
H -2.306 -4.685 1.275 0.116
H -2.063 1.063 -0.446 0.118
H 0.673 0.027 -1.280 0.096
H 0.229 1.670 -1.565 0.112
H -1.222 -0.766 -2.648 0.090
H -0.138 0.273 -3.501 0.129
H -1.765 1.807 -3.968 0.124
H -2.493 1.746 -2.382 0.090
H -2.817 -0.526 -4.350 0.125
H -3.793 -0.115 -2.919 0.114
H -4.644 1.571 -3.991 0.087
C 5.638 3.231 -0.285 -0.054
O 6.754 2.355 -0.136 0.004
C 7.384 2.080 -1.282 -0.625
O 7.070 2.490 -2.368 0.126
O 8.404 1.273 -1.011 0.008
C 9.178 0.894 -2.155 -0.032
H 5.211 3.369 0.704 0.088
H 5.951 4.198 -0.674 0.103
H 4.893 2.794 -0.942 0.068
H 9.619 1.770 -2.626 0.100
H 8.563 0.354 -2.872 0.097
H 9.965 0.244 -1.787 0.095
```

---

Entry 4:
ORCA calculation (the ωB97M-V functional and the def2-TZVPD basis) on one molecule with the formula C28H45FNO7P3.

Output
Kohn-Sham gap   7.39 eV
SMILES   CCC[C@H](C)c1c(F)c(P(N)O)c(CCCOC)c2c1C(=O)C(P(C)CC)=C(CCP(=O)(OCC)OCC)C2=O
LUMO   -0.97 eV

The geometry in XYZ format:
```
85
Properties=species:S:1:pos:R:3:lowdin_charge:R:1
C -5.711 -0.263 -2.256 -0.104
C -4.182 -0.216 -2.133 -0.250
C -3.535 -0.034 -3.496 -0.175
C -1.990 0.143 -3.476 -0.272
C -1.401 -0.213 -4.868 -0.035
C -1.375 -0.737 -2.411 -0.070
C -1.512 -2.123 -2.472 -0.245
F -2.197 -2.636 -3.522 0.046
C -1.011 -3.031 -1.544 -0.209
P -1.468 -4.784 -1.946 0.887
N -0.486 -5.003 -3.358 -0.169
O -0.759 -5.785 -0.834 -0.329
C -0.294 -2.517 -0.437 -0.118
C 0.213 -3.448 0.641 -0.127
C -0.949 -4.002 1.502 -0.147
C -1.222 -3.284 2.807 -0.235
O -2.150 -2.240 2.565 -0.192
C -2.844 -1.847 3.730 -0.111
C -0.104 -1.130 -0.362 -0.012
C -0.633 -0.257 -1.335 -0.009
C -0.344 1.192 -1.138 -0.342
O -1.126 2.071 -1.378 0.106
C 1.009 1.467 -0.595 -0.243
P 1.863 2.913 -1.299 1.021
C 0.998 3.385 -2.841 -0.273
C 3.516 2.356 -1.927 -0.399
C 4.591 3.400 -1.601 -0.161
C 1.522 0.661 0.348 -0.147
C 2.901 0.848 0.915 -0.157
C 3.117 0.533 2.413 -0.160
P 3.234 1.943 3.571 0.486
O 4.560 1.933 4.197 -0.269
O 2.119 1.803 4.709 -0.182
C 0.805 1.322 4.362 -0.286
C 0.515 -0.001 5.030 -0.057
O 3.045 3.341 2.814 -0.191
C 1.719 3.751 2.431 -0.273
C 1.839 5.053 1.648 -0.080
C 0.646 -0.473 0.761 -0.261
O 0.509 -0.823 1.905 0.108
H -6.117 -0.503 -1.276 0.068
H -5.972 -1.106 -2.895 0.073
H -6.124 0.667 -2.631 0.070
H -3.892 -1.150 -1.658 0.107
H -3.911 0.620 -1.490 0.115
H -3.940 0.888 -3.917 0.123
H -3.799 -0.847 -4.166 0.107
H -1.789 1.188 -3.308 0.113
H -0.784 0.612 -5.225 0.070
H -2.183 -0.333 -5.610 0.077
H -0.756 -1.084 -4.839 0.074
H 0.282 -4.339 -3.370 0.037
H -0.118 -5.948 -3.347 0.025
H 0.067 -6.175 -1.145 0.051
H 0.739 -4.261 0.152 0.097
H 0.947 -2.961 1.268 0.103
H -0.823 -5.067 1.657 0.106
H -1.865 -3.898 0.922 0.109
H -0.319 -2.925 3.305 0.114
H -1.707 -3.998 3.484 0.120
H -3.147 -0.810 3.603 0.086
H -2.233 -1.930 4.627 0.077
H -3.748 -2.451 3.838 0.088
H 1.609 4.113 -3.370 0.043
H 0.850 2.552 -3.526 0.041
H 0.059 3.865 -2.597 0.033
H 3.443 2.304 -3.012 0.069
H 3.784 1.371 -1.565 0.062
H 5.161 3.144 -0.711 0.068
H 5.296 3.488 -2.423 0.065
H 4.155 4.385 -1.451 0.052
H 3.552 0.164 0.367 0.125
H 3.293 1.844 0.718 0.085
H 2.402 -0.177 2.813 0.067
H 4.098 0.084 2.517 0.095
H 0.629 1.274 3.289 0.090
H 0.092 2.057 4.737 0.118
H 0.949 -0.011 6.026 0.087
H -0.559 -0.128 5.118 0.069
H 0.928 -0.832 4.465 0.060
H 1.234 2.997 1.813 0.088
H 1.098 3.938 3.306 0.114
H 1.095 5.118 0.864 0.055
H 1.761 5.913 2.308 0.073
H 2.834 5.077 1.215 0.068
```

---

Entry 5:
ORCA calculation (the ωB97M-V functional and the def2-TZVPD basis) on C28H46AsF5N5O6P2S2Se2SiW as an isolated structure.

Output
Expectation value of S²   2.047
Kohn-Sham gap (spin up / spin down)   5.34 / 4.78 eV
Charge   -1
Spin multiplicity   3
LUMO (spin up / spin down)   1.20 / -0.11 eV

The geometry in XYZ format:
```
99
Properties=species:S:1:pos:R:3:lowdin_charge:R:1
W -0.756 -0.205 0.338 1.598
C 0.581 -3.689 2.993 -0.154
N 1.616 -2.786 2.534 -0.361
C 2.849 -3.479 2.155 -0.127
P 1.327 -1.406 1.572 0.824
O -0.104 -0.897 2.108 -0.709
O 3.189 -1.531 -0.597 -0.340
P 2.500 -0.449 -1.358 0.374
O 1.358 0.289 -0.598 -0.532
N 3.596 0.817 -1.601 -0.289
C 3.151 2.174 -1.874 -0.123
C 4.757 0.432 -2.395 -0.125
N 2.126 -1.071 -2.846 -0.296
C 1.469 -0.335 -3.894 -0.131
C 2.404 -2.459 -3.182 -0.110
N 2.346 -0.285 2.390 -0.326
C 2.312 -0.363 3.849 -0.143
C 3.685 0.051 1.920 -0.137
H 0.947 -4.218 3.881 0.085
H 0.298 -4.439 2.243 0.060
H -0.300 -3.127 3.272 0.027
H 3.349 -3.861 3.052 0.078
H 3.527 -2.801 1.630 0.054
H 2.652 -4.323 1.481 0.085
H 2.205 2.359 -1.367 0.059
H 3.025 2.362 -2.948 0.069
H 3.888 2.890 -1.495 0.081
H 5.034 -0.596 -2.166 0.074
H 5.604 1.080 -2.152 0.077
H 4.564 0.511 -3.476 0.076
H 1.258 0.677 -3.578 0.012
H 0.517 -0.807 -4.167 0.084
H 2.098 -0.284 -4.795 0.084
H 1.495 -2.950 -3.543 0.066
H 2.753 -2.992 -2.303 0.065
H 3.169 -2.522 -3.968 0.077
H 1.333 -0.681 4.204 0.063
H 2.519 0.632 4.264 0.070
H 3.064 -1.062 4.241 0.077
H 3.729 0.113 0.832 0.038
H 4.437 -0.680 2.254 0.077
H 3.964 1.027 2.330 0.070
O -2.357 -0.854 -0.635 -0.444
C -1.578 -1.920 -1.088 -0.992
O -0.327 -1.306 -1.228 -0.430
C -2.100 -2.639 -2.282 -0.227
C -3.123 -2.103 -3.052 -0.017
C -3.579 -2.785 -4.174 -0.094
C -2.994 -3.999 -4.513 -0.104
C -1.989 -4.548 -3.726 -0.116
C -1.540 -3.880 -2.581 -0.626
S -0.364 -4.578 -1.488 0.635
H -3.554 -1.153 -2.759 0.117
H -4.383 -2.374 -4.775 0.095
H -3.334 -4.537 -5.391 0.095
H -1.552 -5.508 -3.977 0.094
C -3.759 0.105 3.394 -0.272
As -2.788 -1.054 2.173 1.105
C -2.808 -2.599 3.358 -0.290
C -4.369 -1.615 1.185 -0.268
S -1.310 -3.068 0.338 0.662
H -4.693 -0.396 3.617 0.029
H -3.961 1.067 2.931 -0.012
H -3.180 0.255 4.304 0.024
H -3.837 -2.715 3.687 0.025
H -2.161 -2.446 4.222 0.029
H -2.489 -3.483 2.813 -0.004
H -5.130 -1.908 1.905 0.030
H -4.109 -2.452 0.545 0.014
H -4.737 -0.799 0.568 -0.007
F -0.844 7.293 -2.948 0.138
C -0.874 5.991 -2.705 -0.139
C -1.820 5.464 -1.855 -0.145
F -2.719 6.264 -1.290 0.135
C -1.833 4.107 -1.600 -0.267
F -2.780 3.662 -0.808 0.060
C -0.916 3.239 -2.166 -0.362
Se -0.852 1.349 -1.873 1.178
C -0.005 3.798 -3.048 -0.254
F 0.877 3.039 -3.692 0.076
C 0.039 5.152 -3.308 -0.143
F 0.947 5.650 -4.147 0.125
C -0.689 2.016 3.761 -0.146
Si 0.026 2.615 2.163 0.302
C -0.910 4.126 1.620 -0.150
C 1.786 3.166 2.411 -0.150
O -0.064 1.407 1.059 -0.541
H -0.420 2.665 4.604 0.040
H -0.325 1.006 3.965 0.015
H -1.779 1.980 3.690 0.013
H -0.821 4.903 2.391 0.041
H -1.969 3.921 1.456 0.023
H -0.488 4.529 0.690 0.031
H 1.799 4.224 2.707 0.032
H 2.365 3.060 1.485 0.034
H 2.289 2.585 3.191 0.010
Se -5.295 2.156 0.393 0.560
C -3.623 1.600 0.551 -0.955
N -2.534 1.207 0.690 -0.117
```